# 1
Entry from the OMol25 dataset: a cluster of 2 separate species, C16H36N4O3 in total (ωB97M-V with the def2-TZVPD basis set).

Computed properties:
* E: -1075.67775 hartree
* HOMO energy (alpha / beta): -0.3763 / -0.4268 Eh
* frontier orbital gap (alpha / beta): 7.5 / 8.8 eV
* max |F|: 0.34 eV Å⁻¹
* net charge: +1
* expectation value of S²: 0.7542
* multiplicity: 2

Last column: Mulliken spin population.
Positions of all 59 atoms, in Å:
N (-0.385, -0.975, -3.410)  0.00
C (0.847, -0.417, -2.892)  0.00
C (2.111, -1.314, -2.922)  0.00
O (3.075, -0.790, -3.818)  0.00
C (2.827, -1.412, -1.568)  0.00
N (2.244, -2.478, -0.678)  0.00
C (3.262, -3.187, 0.164)  0.00
C (2.619, -4.366, 0.864)  0.00
N (1.392, -4.009, 1.576)  0.00
C (0.452, -3.161, 0.879)  0.00
O (-0.446, -2.668, 1.836)  0.00
C (1.180, -1.983, 0.248)  -0.01
H (-0.292, -1.378, -4.334)  0.00
H (-0.804, -1.666, -2.801)  0.00
H (1.105, 0.475, -3.466)  0.00
H (0.651, -0.068, -1.876)  0.02
H (1.808, -2.324, -3.234)  0.00
H (3.143, -1.328, -4.610)  0.00
H (2.762, -0.472, -1.020)  0.00
H (3.875, -1.653, -1.727)  0.00
H (1.809, -3.190, -1.271)  0.00
H (4.078, -3.507, -0.481)  0.00
H (3.638, -2.450, 0.873)  0.00
H (2.475, -5.189, 0.149)  0.00
H (3.346, -4.713, 1.599)  0.00
H (0.910, -4.860, 1.839)  0.00
H (-0.108, -3.707, 0.095)  0.00
H (-1.314, -2.539, 1.441)  0.00
H (0.501, -1.326, -0.290)  0.01
H (1.675, -1.408, 1.030)  0.00
C (-2.124, 4.125, -0.219)  0.02
C (-1.499, 2.730, -0.310)  -0.01
C (-2.556, 1.620, -0.440)  0.03
C (-3.316, 1.335, 0.851)  -0.02
C (-2.351, 1.017, 1.988)  0.04
C (-1.312, 2.119, 2.226)  -0.01
N (-0.655, 2.397, 0.894)  0.47
O (0.342, 1.636, 0.645)  0.45
C (-1.956, 3.356, 2.856)  0.02
C (-0.229, 1.628, 3.182)  0.00
C (-0.601, 2.727, -1.542)  -0.02
H (-1.385, 4.880, -0.486)  -0.01
H (-2.945, 4.192, -0.933)  0.00
H (-2.512, 4.380, 0.756)  -0.01
H (-2.040, 0.706, -0.756)  0.00
H (-3.240, 1.892, -1.246)  0.00
H (-3.960, 2.178, 1.115)  0.00
H (-3.982, 0.484, 0.691)  0.00
H (-2.891, 0.843, 2.922)  0.00
H (-1.807, 0.094, 1.754)  0.00
H (-1.292, 4.218, 2.795)  -0.01
H (-2.134, 3.140, 3.909)  0.00
H (-2.917, 3.619, 2.422)  0.00
H (0.214, 0.694, 2.847)  0.01
H (-0.682, 1.471, 4.162)  0.00
H (0.564, 2.370, 3.281)  0.00
H (0.242, 3.403, -1.405)  0.00
H (-1.192, 3.074, -2.392)  0.00
H (-0.217, 1.736, -1.765)  0.02

=====

# 2
Entry from the OMol25 dataset: a cluster of 2 separate species, C6H10N3S in total (ωB97M-V with the def2-TZVPD basis set).

Computed properties:
* E: -796.82194 hartree
* HOMO energy: -0.5101 Eh
* frontier orbital gap: 9.2 eV
* max |F|: 3.59 eV Å⁻¹
* net charge: +1

Last column: Mulliken charge in e.
Positions of all 20 atoms, in Å:
C (-2.022, 1.414, -0.672)  -0.62
C (-2.812, 0.654, 0.164)  -0.38
C (-0.647, 1.251, -0.567)  -0.05
C (-2.226, -0.295, 0.981)  -0.34
C (-0.176, 0.402, 0.377)  0.79
C (1.243, 0.166, 0.515)  0.05
N (-0.884, -0.401, 1.166)  -0.51
N (1.538, -1.197, -1.476)  -0.61
N (1.547, -0.913, 1.218)  -0.21
S (2.361, 1.387, 0.141)  -0.15
H (-2.503, 2.197, -1.239)  0.42
H (-3.865, 0.775, 0.142)  0.42
H (0.191, 1.768, -1.217)  0.22
H (-2.851, -0.950, 1.582)  0.43
H (1.582, -1.382, -2.543)  0.26
H (2.161, -1.799, -0.966)  0.24
H (0.545, -1.467, -1.303)  0.26
H (2.524, -1.117, 1.446)  0.20
H (0.724, -1.288, 1.766)  0.39
H (3.569, 0.796, 0.485)  0.19

=====

# 3
Entry from the OMol25 dataset: a structure of composition C61H80I2O5PSSe3Zr (ωB97M-V with the def2-TZVPD basis set).

Computed properties:
* E: -11335.06845 hartree
* HOMO energy: -0.0677 Eh
* frontier orbital gap: 3.6 eV
* max |F|: 0.96 eV Å⁻¹
* net charge: -1

Last column: Mulliken charge in e.
Positions of all 154 atoms, in Å:
Zr (-0.697, 0.587, -0.253)  -3.27
C (-1.238, -0.898, 7.516)  -1.65
C (0.120, -0.817, 6.803)  1.92
C (0.820, 0.469, 7.245)  -2.04
C (0.989, -2.008, 7.231)  -1.58
C (-0.098, -0.847, 5.291)  -0.52
C (0.282, 0.179, 4.440)  -0.06
C (0.004, 0.098, 3.089)  -0.56
Se (0.621, 1.507, 1.933)  0.09
C (2.284, 0.645, 1.539)  -0.17
C (3.385, 0.976, 2.300)  -0.42
C (4.558, 0.249, 2.171)  0.03
C (4.496, -0.853, 1.329)  -0.76
C (3.379, -1.246, 0.577)  0.44
C (2.254, -0.386, 0.593)  -0.24
O (1.189, -0.491, -0.206)  2.33
C (3.489, -2.655, -0.063)  2.42
C (2.243, -3.125, -0.817)  -1.61
C (3.695, -3.672, 1.078)  -1.85
C (4.679, -2.727, -1.035)  -1.86
C (5.838, 0.585, 2.938)  1.93
C (5.624, 1.776, 3.872)  -2.00
C (6.952, 0.940, 1.942)  -1.62
C (6.281, -0.618, 3.788)  -1.67
C (-0.686, -0.968, 2.483)  0.27
O (-1.041, -0.862, 1.196)  1.02
C (-0.970, -2.074, 3.326)  0.16
C (-0.697, -1.944, 4.688)  -0.59
C (-1.560, -3.434, 2.902)  2.72
C (-1.562, -3.648, 1.391)  -1.11
C (-0.724, -4.577, 3.507)  -1.94
C (-3.003, -3.532, 3.413)  -1.75
H (-1.102, -0.868, 8.604)  0.46
H (-1.765, -1.822, 7.263)  0.28
H (-1.873, -0.057, 7.221)  0.35
H (0.947, 0.462, 8.333)  0.44
H (0.232, 1.354, 6.979)  0.37
H (1.811, 0.562, 6.789)  0.31
H (1.165, -1.984, 8.313)  0.45
H (1.957, -1.976, 6.723)  0.30
H (0.511, -2.961, 6.988)  0.30
H (0.800, 1.060, 4.801)  0.60
H (3.299, 1.806, 2.991)  0.55
H (5.378, -1.481, 1.266)  0.20
H (1.327, -2.877, -0.279)  -0.58
H (2.298, -4.211, -0.946)  0.81
H (2.182, -2.682, -1.810)  0.00
H (2.821, -3.676, 1.738)  0.35
H (4.571, -3.444, 1.688)  0.33
H (3.820, -4.679, 0.663)  0.51
H (4.614, -1.930, -1.782)  0.15
H (4.675, -3.691, -1.557)  0.50
H (5.640, -2.630, -0.523)  0.39
H (5.351, 2.677, 3.315)  0.36
H (6.548, 1.984, 4.419)  0.44
H (4.837, 1.570, 4.605)  0.29
H (6.664, 1.806, 1.340)  0.35
H (7.150, 0.108, 1.260)  0.28
H (7.882, 1.178, 2.472)  0.45
H (5.467, -0.946, 4.441)  0.28
H (7.140, -0.347, 4.413)  0.48
H (6.577, -1.467, 3.165)  0.32
H (-0.979, -2.777, 5.327)  0.12
H (-0.544, -3.603, 0.989)  0.03
H (-2.162, -2.890, 0.909)  -0.75
H (-1.985, -4.634, 1.160)  0.65
H (0.337, -4.430, 3.291)  0.21
H (-1.038, -5.530, 3.068)  0.50
H (-0.842, -4.662, 4.590)  0.40
H (-3.612, -2.728, 2.990)  0.16
H (-3.039, -3.449, 4.504)  0.36
H (-3.449, -4.494, 3.124)  0.44
O (-1.346, 6.896, -2.133)  -0.66
C (-0.178, 6.189, -2.618)  -0.88
C (1.088, 6.343, -1.775)  2.52
C (1.616, 7.786, -1.920)  -1.34
O (0.735, 8.845, -1.455)  -0.59
C (2.079, 5.316, -2.266)  -1.88
Se (0.685, 2.863, -0.983)  0.38
C (0.789, 6.149, -0.275)  -1.58
Se (-0.304, 4.600, 0.244)  -0.12
H (-1.637, 6.422, -1.344)  0.40
H (0.022, 6.580, -3.617)  0.60
H (-0.403, 5.125, -2.714)  -0.04
H (1.866, 7.925, -2.977)  0.46
H (2.540, 7.882, -1.347)  0.40
H (-0.160, 8.588, -1.689)  0.42
H (3.084, 5.440, -1.835)  0.17
H (2.111, 5.222, -3.366)  0.10
H (0.193, 6.977, 0.116)  0.54
H (1.728, 6.115, 0.276)  0.46
I (-2.179, 2.600, -2.534)  0.32
C (-4.146, 2.512, -3.256)  0.47
C (-4.565, 3.706, -3.759)  -0.67
C (-5.821, 3.842, -4.384)  -0.95
C (-6.614, 2.754, -4.513)  -0.90
C (-6.216, 1.496, -3.998)  1.13
C (-7.082, 0.405, -4.192)  -0.72
C (-6.771, -0.813, -3.691)  -1.36
C (-5.589, -0.969, -2.947)  -0.33
C (-4.681, 0.037, -2.731)  0.86
P (-3.285, -0.490, -1.569)  1.28
C (-2.573, -1.893, -2.561)  1.28
C (-1.554, -2.633, -1.962)  0.60
C (-0.997, -3.736, -2.597)  -0.58
C (-1.409, -4.089, -3.875)  -1.07
C (-2.363, -3.316, -4.518)  -0.75
C (-2.937, -2.229, -3.868)  -1.14
C (-4.342, -1.428, -0.369)  1.05
C (-4.398, -2.813, -0.258)  0.14
C (-5.295, -3.417, 0.616)  -0.55
C (-6.142, -2.644, 1.394)  -0.64
C (-6.093, -1.257, 1.291)  -0.75
C (-5.203, -0.656, 0.413)  -1.33
C (-4.965, 1.334, -3.298)  -0.81
H (-3.902, 4.561, -3.680)  0.59
H (-6.138, 4.805, -4.769)  0.41
H (-7.575, 2.824, -5.012)  0.34
H (-8.003, 0.564, -4.744)  0.37
H (-7.434, -1.657, -3.833)  0.43
H (-5.402, -1.939, -2.514)  0.54
H (-1.197, -2.359, -0.976)  -0.32
H (-0.235, -4.318, -2.090)  0.49
H (-0.978, -4.952, -4.370)  0.37
H (-2.664, -3.554, -5.534)  0.42
H (-3.672, -1.637, -4.395)  0.51
H (-3.764, -3.436, -0.873)  0.30
H (-5.323, -4.499, 0.694)  0.43
H (-6.837, -3.118, 2.078)  0.37
H (-6.749, -0.640, 1.895)  0.40
H (-5.178, 0.425, 0.334)  0.44
C (-0.204, -0.117, -6.784)  -1.49
C (0.618, 0.169, -5.526)  -0.10
C (0.404, -0.938, -4.503)  -0.27
S (0.899, -0.676, -2.792)  1.23
O (-0.154, 0.350, -2.310)  -0.40
C (2.504, 0.137, -2.987)  -0.17
C (2.604, 1.591, -3.461)  0.08
C (3.789, 2.271, -2.777)  -1.34
H (0.011, 0.612, -7.567)  0.46
H (-1.274, -0.072, -6.562)  0.26
H (0.017, -1.114, -7.178)  0.33
H (0.311, 1.125, -5.097)  0.17
H (1.672, 0.243, -5.789)  0.29
H (0.887, -1.878, -4.793)  0.76
H (-0.663, -1.138, -4.400)  -0.58
H (3.040, -0.557, -3.649)  0.74
H (2.931, 0.043, -1.987)  -0.31
H (1.698, 2.142, -3.216)  -0.37
H (2.725, 1.633, -4.542)  0.46
H (3.614, 2.334, -1.700)  0.16
H (3.907, 3.292, -3.145)  0.34
H (4.718, 1.718, -2.955)  0.42
I (-2.807, 1.925, 1.302)  -0.20

=====

# 4
Entry from the OMol25 dataset: a cluster of 2 separate species, C2HN3O4 in total (ωB97M-V with the def2-TZVPD basis set).

Computed properties:
* E: -542.00063 hartree
* HOMO energy: 0.0162 Eh
* frontier orbital gap: 5.8 eV
* max |F|: 2.36 eV Å⁻¹
* net charge: -2

Last column: Mulliken charge in e.
Positions of all 10 atoms, in Å:
C (0.811, 1.345, -0.811)  0.55
C (2.279, -0.252, 0.373)  0.50
N (-2.768, -0.045, 0.397)  -0.61
N (-2.216, -1.139, 0.053)  0.07
N (1.082, 0.359, -0.220)  -0.08
O (-2.956, -2.131, -0.243)  -0.68
O (2.681, 0.141, 1.453)  -0.68
O (0.399, 2.312, -1.419)  -0.64
O (2.671, -1.175, -0.306)  -0.66
H (-1.984, 0.585, 0.724)  0.23

=====

# 5
Entry from the OMol25 dataset: a structure of composition C20H23CeClN2 (ωB97M-V with the def2-TZVPD basis set).

Computed properties:
* E: -1820.10976 hartree
* HOMO energy (alpha / beta): -0.5538 / -0.5538 Eh
* frontier orbital gap (alpha / beta): 5.9 / 5.9 eV
* max |F|: 2.62 eV Å⁻¹
* net charge: +2

Last column: Mulliken charge in e.
Positions of all 47 atoms, in Å:
C (5.383, -0.974, -1.738)  1.00
C (5.702, -2.468, -1.591)  -1.36
C (5.525, -0.543, -3.204)  -1.38
C (6.322, -0.145, -0.850)  -1.36
Cl (3.678, -0.688, -1.213)  -0.18
H (6.554, -0.709, -3.547)  0.36
H (5.296, 0.522, -3.323)  0.37
H (4.855, -1.121, -3.849)  0.37
H (6.734, -2.664, -1.910)  0.36
H (5.035, -3.075, -2.212)  0.37
H (5.604, -2.790, -0.549)  0.37
H (7.364, -0.304, -1.156)  0.36
H (6.230, -0.439, 0.201)  0.37
H (6.103, 0.925, -0.938)  0.37
C (-2.758, -1.598, -0.843)  -0.46
C (-2.182, -0.716, -1.819)  -0.51
C (-0.779, -1.012, -1.909)  -0.50
H (-2.722, 0.008, -2.435)  0.52
C (-0.503, -2.102, -1.013)  -0.57
C (-1.732, -2.480, -0.380)  -0.47
H (-1.885, -3.339, 0.283)  0.50
H (-3.806, -1.628, -0.544)  0.60
H (-0.065, -0.537, -2.585)  0.65
H (0.463, -2.597, -0.895)  0.58
C (-0.456, 2.361, 1.899)  -0.44
C (-1.598, 2.700, 1.104)  -0.31
C (-1.210, 2.665, -0.278)  -0.55
H (-2.569, 3.007, 1.482)  0.56
C (0.165, 2.257, -0.337)  -0.52
C (0.630, 2.069, 1.010)  -0.60
H (1.647, 1.802, 1.307)  0.55
H (-0.407, 2.394, 2.992)  0.51
H (-1.839, 2.955, -1.121)  0.51
H (0.765, 2.146, -1.244)  0.65
Ce (-1.120, 0.116, 0.468)  0.87
N (-8.162, 0.798, 3.574)  -0.31
C (-7.045, 0.664, 3.255)  -0.33
C (-5.666, 0.577, 2.832)  0.69
C (-5.360, 0.685, 1.475)  -0.64
C (-4.029, 0.598, 1.089)  -0.22
N (-3.040, 0.278, 1.962)  0.06
C (-3.330, 0.155, 3.285)  -0.33
C (-4.625, 0.371, 3.750)  -0.59
H (-6.132, 0.831, 0.713)  0.52
H (-3.742, 0.769, 0.040)  0.58
H (-2.488, -0.100, 3.941)  0.47
H (-4.806, 0.373, 4.822)  0.52